19
Properties=species:S:1:pos:R:3:forces:R:3 method="wB97M-V/def2-TZVPD" total_charge=0 total_energy_ha=-419.243926 e_homo_ev=-8.156 lumo_ha=0.0214 smiles="C=C1C[C@]1(N)[C@H](N)C=O" relative_energy_kj_mol=374.3 fmax_ev_per_a=2.2
C 0.4100 1.8840 1.5999 -0.43 -0.06 0.19
C 0.1550 1.0627 0.5982 1.60 -0.12 -1.07
C 0.1473 1.1448 -0.8759 0.02 -0.17 -0.02
C 0.6007 -0.2326 -0.4914 -1.30 0.90 1.51
N 1.9069 -0.6201 -0.6340 0.54 -0.03 -0.15
C -0.4362 -1.3065 -0.2245 -0.08 0.47 -0.13
N -1.4061 -1.5793 -1.2586 -0.11 0.02 -0.01
C -1.1076 -0.6769 1.0249 -1.58 -1.43 -0.52
O -2.2647 -0.2628 0.9759 1.17 -0.08 0.07
H 0.4227 1.5313 2.6243 0.32 -0.06 0.05
H 0.4599 2.9612 1.4690 -0.14 0.04 -0.05
H -0.8336 1.1965 -1.3405 0.00 -0.05 -0.07
H 0.8873 1.7691 -1.3722 -0.03 0.04 -0.01
H 2.5887 0.1162 -0.7545 -0.08 -0.09 0.10
H 2.2280 -1.3664 -0.0320 -0.06 0.14 -0.07
H 0.0967 -2.2248 0.0510 -0.09 0.03 0.13
H -2.2011 -0.9562 -1.1416 0.05 -0.08 0.04
H -1.0302 -1.4715 -2.1914 0.05 -0.01 0.05
H -0.6237 -0.9686 1.9733 0.14 0.54 -0.03



19
Properties=species:S:1:pos:R:3:forces:R:3 method="wB97M-V/def2-TZVPD" total_charge=0 total_energy_ha=-419.329772 e_homo_ev=-7.766 lumo_ha=0.0320 smiles=CC(C)c1[nH]cnc1O relative_energy_kj_mol=148.9 fmax_ev_per_a=4.6
C -1.6811 0.6348 1.0517 -2.77 -0.82 -3.35
C -1.0082 0.1419 -0.2959 -2.83 1.39 -0.51
C -1.3780 -1.1992 -0.8785 -2.88 -0.69 3.25
C 0.4493 0.2253 -0.2855 2.38 -2.67 0.73
N 1.1246 1.3907 -0.3578 1.21 1.37 -0.19
C 2.4355 1.1682 -0.0926 1.43 1.41 0.40
N 2.6963 -0.0958 0.1719 -0.79 -0.26 -0.41
C 1.5055 -0.7478 0.0115 -2.47 2.52 -0.18
O 1.3614 -2.0878 0.2693 1.69 0.84 0.86
H -1.3150 0.2481 1.8882 2.12 -2.31 3.38
H -2.7901 0.4900 1.1919 0.79 -0.55 -0.94
H -1.6661 1.6443 1.2620 0.78 2.64 -0.38
H -1.4901 0.7307 -1.1083 0.88 0.88 0.53
H -1.2061 -1.8973 -0.0876 0.62 -1.17 0.07
H -0.7612 -1.2929 -1.6751 1.71 -1.04 -2.53
H -2.4443 -1.4106 -1.1392 0.69 0.89 0.01
H 0.7955 2.2733 -0.7496 -0.08 -0.59 0.42
H 3.1953 2.0160 -0.0046 -1.30 -1.45 -0.36
H 2.1767 -2.2321 0.8283 -1.17 -0.39 -0.81